Record 1
41
Properties=species:S:1:pos:R:3:forces:R:3:nbo_charge:R:1 method="wB97M-V/def2-TZVPD" e_above_lowest_kcal_mol=336.2 e_lumo_ev=0.19 total_energy_ev=-28615.54949 homo_lumo_gap_ev=9.111
C 7.1962 0.6583 0.6705 1.152 -0.413 -4.467 -0.279
H 7.5783 -0.1981 1.2133 -0.473 0.053 0.517 0.213
H 7.6319 1.6837 1.0066 -1.928 -1.773 -0.265 0.226
H 7.6546 0.4917 -0.4253 -0.466 0.436 2.431 0.200
O 5.7602 0.5672 0.3191 2.219 6.866 3.559 -0.498
C 5.0720 -0.4123 -0.0211 0.392 -2.117 -1.883 0.792
O 5.6436 -1.4299 -0.2762 -0.220 -3.014 -0.364 -0.621
C 3.6403 -0.1439 -0.2836 4.268 -6.202 -1.876 -0.278
C 2.8602 -1.1770 -0.8132 4.435 -4.894 -0.302 -0.176
C 1.5842 -1.1410 -0.8295 -4.475 5.607 1.307 -0.208
C 0.8322 0.2529 -0.3473 -1.161 -9.508 -3.232 0.187
C 1.5326 1.1889 0.0885 8.742 -3.849 -0.672 -0.245
C 3.0307 0.7983 0.1773 -5.112 15.014 5.570 -0.021
H 3.6056 1.8718 0.7575 -1.316 -3.811 -1.784 0.204
H 1.1232 1.9614 0.4140 -2.673 7.046 3.142 0.235
N -0.5630 0.0683 -0.3795 9.050 -6.555 -3.317 -0.576
C -1.3341 0.8782 -0.0019 -7.754 13.769 4.229 0.664
O -1.1015 1.9898 0.6320 0.633 -2.973 -0.886 -0.706
C -2.7168 0.7873 -0.4398 -1.765 4.864 13.217 -0.265
C -3.7161 1.9853 -0.2777 2.041 1.046 -6.499 -0.387
C -5.1581 1.6118 -0.9441 2.324 -1.436 6.810 -0.402
C -5.6760 0.3265 -0.2118 10.610 -0.921 -6.294 -0.264
C -4.8586 -0.0081 0.9927 2.981 4.451 -1.093 -0.424
H -5.0647 0.7322 1.8305 0.525 -1.009 -0.887 0.210
H -5.2681 -0.8644 1.1248 -2.238 -5.883 2.631 0.206
C -3.2628 -0.2937 0.6718 -3.806 -0.498 -0.359 -0.281
C -3.0305 -1.9263 0.2707 -0.931 9.019 1.747 0.834
O -2.3224 -1.9022 -0.7031 -0.255 -4.590 -0.124 -0.617
O -3.6614 -2.6796 1.2001 2.729 -2.857 -3.440 -0.627
H -3.3152 -3.5821 0.8788 -1.181 0.696 1.309 0.495
H -2.8059 -0.0503 1.5796 1.012 -0.119 1.594 0.217
H -5.3499 -0.5521 -1.2426 -0.985 1.643 3.317 0.101
H -6.6077 0.2572 -0.2017 -8.113 -0.528 0.706 0.173
H -5.8091 2.2536 -0.4898 -1.696 2.846 0.305 0.199
H -5.2003 1.5848 -1.9387 0.062 0.040 -3.800 0.200
H -3.6449 2.5770 0.6412 -0.208 -0.562 -0.313 0.248
H -3.2080 2.6797 -1.2345 -1.461 -1.044 3.015 0.209
H -2.8594 0.2240 -1.0943 -2.099 -7.463 -11.651 0.181
H -0.9221 -0.6812 -0.9149 -0.072 -0.874 -0.520 0.431
H 0.8493 -1.7701 -1.1560 -1.110 -2.366 -0.829 0.198
H 3.5105 -2.1611 -0.9041 -1.675 1.866 -0.547 0.251



Record 2
41
Properties=species:S:1:pos:R:3:forces:R:3:nbo_charge:R:1 method="wB97M-V/def2-TZVPD" e_above_lowest_kcal_mol=104.2 e_lumo_ev=0.65 smiles="C=CCc1cc(OC)ccc1OCCON1C(=O)CCC1=O" total_energy_ev=-28625.61106 homo_lumo_gap_ev=8.565
C -4.1716 -3.3271 -0.1048 -0.158 -0.127 0.046 -0.409
C -3.0946 -2.6283 0.2008 0.155 0.050 -0.108 -0.155
C -2.2822 -1.8444 -0.7818 0.077 -0.042 0.021 -0.488
C -2.2079 -0.3883 -0.3956 0.390 0.075 -0.046 0.043
C -3.3738 0.2867 -0.0649 -0.128 0.238 0.062 -0.314
C -3.3490 1.6273 0.2958 0.182 0.039 -0.033 0.290
O -4.4436 2.3668 0.6408 0.298 0.112 -0.014 -0.495
C -5.7005 1.7371 0.6391 -0.171 -0.090 0.004 -0.251
C -2.1260 2.2913 0.3167 -0.302 -0.055 0.029 -0.232
C -0.9591 1.6307 -0.0117 0.151 -0.081 -0.065 -0.281
C -0.9844 0.2872 -0.3703 -0.266 -0.124 -0.002 0.246
O 0.1222 -0.4502 -0.7324 -0.346 -0.123 0.116 -0.505
C 1.3995 0.1162 -0.6048 0.452 0.340 0.103 -0.094
C 1.8538 0.1682 0.8646 -0.461 -0.556 -0.354 -0.100
O 2.9833 1.0042 1.0600 1.006 0.302 -0.102 -0.324
N 4.1392 0.5363 0.4576 -0.913 0.011 0.246 -0.211
C 4.5950 1.0453 -0.7466 0.038 0.103 -0.181 0.678
O 4.0129 1.8473 -1.4196 -0.065 0.131 -0.109 -0.552
C 5.9271 0.3795 -1.0162 0.113 0.034 -0.118 -0.508
C 6.1373 -0.6030 0.1334 0.141 -0.092 0.031 -0.508
C 4.9357 -0.4361 1.0391 0.118 -0.171 0.098 0.676
O 4.6788 -1.0228 2.0514 -0.048 -0.053 0.160 -0.549
H -4.7252 -3.8797 0.6355 -0.057 -0.085 0.187 0.199
H -4.5422 -3.3843 -1.1158 -0.026 0.042 -0.234 0.188
H -2.7433 -2.5830 1.2236 -0.015 -0.046 0.169 0.198
H -1.2673 -2.2442 -0.8181 -0.088 -0.023 -0.081 0.242
H -2.7202 -1.9349 -1.7794 0.060 -0.062 -0.024 0.217
H -4.2989 -0.2673 -0.0950 -0.120 -0.037 0.031 0.226
H -5.9675 1.3730 -0.3585 0.010 -0.005 0.036 0.174
H -6.4134 2.5013 0.9452 0.006 -0.093 -0.027 0.199
H -5.7354 0.9045 1.3496 0.001 0.016 -0.037 0.175
H -2.1059 3.3324 0.5952 0.011 0.135 0.040 0.224
H -0.0348 2.1851 0.0128 0.130 0.035 -0.001 0.222
H 2.0550 -0.5450 -1.1814 -0.045 0.173 0.057 0.190
H 1.4537 1.1193 -1.0449 0.018 -0.136 0.037 0.197
H 1.0824 0.6363 1.4795 0.091 -0.072 -0.042 0.212
H 2.0476 -0.8413 1.2452 -0.009 0.154 -0.004 0.192
H 6.6986 1.1488 -1.0615 -0.070 0.009 -0.018 0.247
H 5.8939 -0.1041 -1.9927 -0.052 0.069 0.031 0.246
H 6.1899 -1.6405 -0.1982 -0.041 0.033 0.071 0.245
H 7.0411 -0.4002 0.7082 -0.065 -0.026 0.026 0.247



Record 3
41
Properties=species:S:1:pos:R:3:forces:R:3:nbo_charge:R:1 method="wB97M-V/def2-TZVPD" e_above_lowest_kcal_mol=48.8 e_lumo_ev=-0.17 smiles="COCCNC(=O)[C@@H](C)OC(=O)C1=Cc2ccccc2OC1" total_energy_ev=-28628.01102 homo_lumo_gap_ev=8.311
C -1.0403 -3.6118 0.3215 0.034 -0.060 0.086 -0.244
O -1.6594 -2.6078 -0.4389 -0.101 0.227 -0.200 -0.553
C -3.0234 -2.4294 -0.1188 -0.251 0.133 -0.108 -0.068
C -3.5753 -1.3143 -1.0062 0.014 -0.310 0.215 -0.244
N -2.8632 -0.0845 -0.7663 0.406 -0.365 -0.172 -0.610
C -3.4127 0.9771 -0.1512 0.598 0.171 -0.151 0.659
O -4.5921 1.0774 0.1099 -0.323 0.156 0.170 -0.629
C -2.4197 2.1088 0.1566 -0.558 0.493 0.202 0.002
C -2.7127 2.7192 1.5231 0.135 -0.109 -0.312 -0.627
O -1.0895 1.5862 0.1028 -0.071 -0.143 0.055 -0.526
C -0.1062 2.4232 -0.2725 -0.069 0.098 -0.094 0.780
O -0.2835 3.5817 -0.5636 0.051 -0.149 0.060 -0.590
C 1.2000 1.7479 -0.3105 0.384 -0.342 0.177 -0.168
C 1.3944 0.4643 0.0326 -0.293 0.641 -0.114 -0.115
C 2.7259 -0.0902 0.0016 0.414 0.183 -0.078 -0.116
C 2.9831 -1.4457 0.1960 0.095 0.167 -0.050 -0.169
C 4.2800 -1.9153 0.2463 -0.006 -0.163 0.034 -0.250
C 5.3385 -1.0251 0.1279 -0.076 0.055 -0.017 -0.172
C 5.1066 0.3245 -0.0637 -0.106 0.174 -0.043 -0.263
C 3.8032 0.8011 -0.1498 0.029 -0.491 0.013 0.330
O 3.6204 2.1332 -0.3111 0.123 -0.152 0.280 -0.475
C 2.3625 2.5688 -0.8018 -0.380 0.293 -0.338 -0.085
H -0.0134 -3.6823 -0.0320 0.015 -0.076 0.068 0.191
H -1.5374 -4.5795 0.1841 0.032 0.014 0.003 0.169
H -1.0463 -3.3639 1.3906 0.019 -0.021 -0.029 0.167
H -3.1295 -2.1535 0.9414 -0.012 -0.018 -0.085 0.170
H -3.5823 -3.3607 -0.2927 0.043 0.064 0.014 0.171
H -3.4595 -1.5996 -2.0556 -0.109 -0.026 0.070 0.202
H -4.6287 -1.1369 -0.7820 0.089 -0.075 -0.082 0.240
H -1.8593 -0.1311 -0.8573 -0.114 0.139 0.075 0.418
H -2.5241 2.8823 -0.6175 -0.010 -0.241 0.119 0.228
H -2.1181 3.6173 1.6684 0.043 0.045 0.002 0.223
H -2.4778 2.0014 2.3060 -0.015 -0.058 0.084 0.211
H -3.7689 2.9668 1.5740 -0.046 0.021 0.030 0.244
H 0.5824 -0.1596 0.3738 -0.151 -0.036 0.017 0.227
H 2.1478 -2.1218 0.3066 -0.095 -0.069 0.034 0.208
H 4.4711 -2.9677 0.3896 0.013 -0.086 0.012 0.216
H 6.3543 -1.3866 0.1818 0.090 -0.021 0.004 0.217
H 5.9211 1.0255 -0.1534 0.095 0.088 -0.020 0.227
H 2.3811 2.5517 -1.9053 0.040 0.040 0.175 0.181
H 2.2511 3.6089 -0.4841 0.023 -0.189 -0.105 0.223



Record 4
41
Properties=species:S:1:pos:R:3:forces:R:3:lowdin_spin:R:1 method="wB97M-V/def2-TZVPD" e_lumo_ev="0.64 / -0.93" s_squared=2.0154 total_energy_ev=-27122.16259 spin_multiplicity=3 homo_lumo_gap_ev="8.206 / 6.632"
Au -0.0617 0.4444 -0.3780 0.156 0.545 -0.445 0.487
C -1.7805 2.1230 1.4726 0.072 0.154 -0.120 0.006
N -1.2827 0.7380 1.4040 0.068 -0.122 -0.033 0.041
C -2.4154 -0.1925 1.2541 -0.274 -0.066 0.015 0.008
C -0.4847 0.4092 2.5840 -0.062 0.120 0.088 0.009
C -1.0655 0.3580 3.8410 -0.055 -0.087 0.029 -0.001
C -0.3260 -0.0322 4.9438 0.110 -0.030 -0.019 0.007
C 1.0127 -0.3778 4.7625 -0.076 0.024 -0.043 0.000
C 1.6012 -0.3034 3.5153 0.026 0.060 0.042 0.012
C 0.8709 0.1349 2.3948 0.214 -0.006 -0.063 0.018
N 1.4538 0.3377 1.1609 -0.111 0.002 0.107 0.243
C 2.5057 -0.5256 0.7883 -0.036 -0.089 -0.024 0.009
C 3.8265 -0.1002 0.8724 -0.054 -0.018 0.030 0.017
C 4.8627 -0.9375 0.4874 0.010 -0.007 0.001 -0.001
C 4.5840 -2.2034 -0.0059 0.041 0.018 -0.005 0.015
C 3.2679 -2.6286 -0.1205 -0.038 -0.004 0.023 -0.002
C 2.2239 -1.8050 0.2740 0.065 0.348 -0.045 0.012
N 0.8489 -2.1650 0.1172 0.066 -0.393 -0.004 0.002
C 0.3511 -2.9151 1.2595 -0.032 -0.122 0.135 0.001
C 0.5524 -2.8477 -1.1318 0.002 -0.007 -0.123 0.004
H -2.4355 2.2579 2.3371 -0.012 -0.028 0.015 0.002
H -0.9334 2.7998 1.5569 -0.006 0.007 -0.005 0.000
H -2.3337 2.3487 0.5620 0.003 0.013 0.008 0.001
H -3.1439 -0.0633 2.0608 0.071 -0.048 0.050 0.002
H -2.9260 -0.0042 0.3101 0.074 0.031 -0.013 0.002
H -2.0357 -1.2101 1.2626 -0.032 -0.041 0.015 0.000
H -2.1166 0.5940 3.9582 0.004 0.010 0.015 0.000
H -0.7847 -0.0818 5.9213 0.001 -0.002 0.002 0.000
H 1.6054 -0.7060 5.6070 -0.005 -0.001 0.009 0.000
H 2.6446 -0.5609 3.3807 -0.030 0.003 0.042 0.000
H 4.0125 0.9002 1.2426 0.045 -0.010 -0.017 0.001
H 5.8873 -0.5968 0.5609 0.001 0.000 0.003 0.000
H 5.3906 -2.8553 -0.3149 -0.005 -0.006 -0.005 0.001
H 3.0473 -3.6083 -0.5257 0.044 0.001 -0.011 0.000
H 0.8279 -3.9041 1.3388 0.000 0.001 0.010 0.000
H 0.5417 -2.3651 2.1803 -0.040 -0.077 -0.015 0.000
H -0.7246 -3.0729 1.1569 -0.010 0.010 -0.007 0.000
H 0.9428 -3.8740 -1.1728 -0.030 -0.022 0.022 0.000
H -0.5311 -2.8923 -1.2530 -0.006 -0.036 -0.018 0.000
H 0.9674 -2.2806 -1.9644 -0.010 0.013 0.004 0.004
O 0.5382 0.4269 -2.2296 -0.146 -0.139 0.354 1.098



| no. | F_max (eV Å⁻¹) |
| --- | --- |
| 1 | 16.8 |
| 2 | 1.1 |
| 3 | 0.8 |
| 4 | 0.7 |